The following is a DFT calculation (ωB97M-V/def2-TZVPD) of C4H5NO2 as an isolated structure at a distorted geometry.

- Gap between HOMO and LUMO: 9.59 eV
- Total energy: -360.4224 a.u.
- Energy relative to the best compared isomer or geometry (same formula, charge and spin): 648.6 kJ/mol
- Lowest unoccupied orbital energy: -1.461 eV
- Highest occupied orbital energy: -0.406 Eh

Positions of all 12 atoms, in Å:
C  0.2703  -0.3133  1.2637
C  -0.1690  -0.3524  -0.2188
C  0.2555  0.8384  -0.8984
C  -1.6181  -0.0856  -0.0633
H  1.3691  -0.5315  1.2390
H  0.0136  -1.2201  2.1300
H  0.2387  0.8483  1.5635
H  1.2917  -0.7591  -1.3002
H  0.2690  0.4798  -2.1479
N  -2.7214  0.5273  -0.2598
O  0.2061  -1.3790  -1.0600
O  0.5946  1.9474  -0.2478

Atomic forces in eV per Å
2.689 -0.586 2.551
-2.498 -1.085 3.531
2.379 7.889 0.377
-9.815 4.915 -3.272
-0.452 0.429 -0.109
-0.366 2.935 -2.896
-0.412 -3.001 -0.114
-4.147 -3.966 0.365
0.189 2.084 3.029
8.917 -5.329 2.033
5.222 1.964 -0.641
-1.706 -6.250 -4.855

The following is a DFT calculation (ωB97M-V/def2-TZVPD) of a 2-piece molecular cluster, C4H5NO2 overall at a distorted geometry.

- Gap between HOMO and LUMO: 11.12 eV
- Total energy: -360.5958 a.u.
- Energy relative to the best compared isomer or geometry (same formula, charge and spin): 193.3 kJ/mol
- Lowest unoccupied orbital energy: 1.056 eV
- Highest occupied orbital energy: -0.370 Eh

Positions of all 12 atoms, in Å:
O  -1.0984  3.2756  -0.5321
C  -0.5607  2.6808  0.2698
C  -0.7208  -0.6847  0.6817
C  -0.1669  -1.5249  -0.4012
N  0.7293  -0.8105  0.4886
C  1.4192  0.2961  -0.0393
O  1.4275  0.6334  -1.1985
H  -1.1105  -1.1158  1.5989
H  -1.1901  0.2461  0.3716
H  -0.2443  -1.1520  -1.4190
H  -0.1330  -2.6039  -0.2828
H  2.0155  0.8148  0.7268

Atomic forces in eV per Å
0.599 -0.655 0.885
-0.612 0.838 -0.897
-0.275 0.067 0.120
-0.073 -0.170 -0.212
0.296 0.022 -0.047
-0.040 0.141 -0.318
0.066 -0.257 0.401
0.082 0.002 -0.148
0.158 -0.150 0.102
-0.024 -0.047 0.151
-0.027 0.163 -0.024
-0.150 0.044 -0.014

The following is a DFT calculation (ωB97M-V/def2-TZVPD) of one molecule with the formula C4H5NO2 at a distorted geometry.

- Gap between HOMO and LUMO: 9.42 eV
- Total energy: -360.6416 a.u.
- Energy relative to the best compared isomer or geometry (same formula, charge and spin): 73.1 kJ/mol
- Lowest unoccupied orbital energy: 0.720 eV
- Highest occupied orbital energy: -0.320 Eh
- SMILES: Cc1coc(O)n1

Positions of all 12 atoms, in Å:
C  -1.9408  0.4457  0.1688
C  -0.4842  0.1076  -0.0585
C  -0.0412  -1.1120  -0.4251
O  1.3229  -1.1136  -0.4070
C  1.6508  0.1170  -0.0132
O  2.9891  0.1633  0.1113
N  0.6421  0.9248  0.1951
H  -2.0934  1.2535  0.8895
H  -2.4939  0.7050  -0.7436
H  -2.4162  -0.4481  0.5891
H  -0.4963  -2.0489  -0.6942
H  3.3612  1.0057  0.3879

Atomic forces in eV per Å
0.114 0.031 0.038
0.006 -0.339 0.038
-0.318 0.006 -0.003
0.034 -0.056 -0.061
-0.375 -0.065 0.038
-0.312 0.465 -0.022
0.898 -0.568 0.022
0.267 -0.066 -0.126
0.337 0.016 0.117
-0.001 0.194 -0.106
-0.133 0.111 0.030
-0.516 0.269 0.034

The following is a DFT calculation (ωB97M-V/def2-TZVPD) of one molecule with the formula C4H5NO2.

- Gap between HOMO and LUMO: 9.12 eV
- Total energy: -360.6193 a.u.
- Energy relative to the best compared isomer or geometry (same formula, charge and spin): 131.6 kJ/mol
- Lowest unoccupied orbital energy: 0.596 eV
- Highest occupied orbital energy: -0.313 Eh
- SMILES: [H]/N=C1/CC(O)=CO1

Positions of all 12 atoms, in Å:
H  -3.0664  0.4825  -0.1703
N  -2.4015  -0.2811  -0.2590
C  -1.2043  0.1035  -0.2079
C  -0.0309  -0.8428  -0.2394
C  1.0847  0.0660  0.1963
O  2.3775  -0.3024  0.3876
C  0.6176  1.3121  0.2468
O  -0.7524  1.3889  -0.0354
H  -0.2968  -1.6853  0.4020
H  0.1393  -1.2326  -1.2506
H  2.4202  -1.2606  0.4860
H  1.1129  2.2518  0.4437

Atomic forces in eV per Å
0.051 0.140 -0.027
0.218 0.293 -0.064
-0.298 -0.282 -0.028
0.038 -0.043 0.000
-0.331 0.363 -0.045
-0.024 -0.209 -0.031
0.248 -0.249 0.035
-0.157 -0.062 -0.005
0.365 -0.002 0.077
-0.043 0.061 0.091
0.030 0.140 -0.007
-0.097 -0.151 0.004

The following is a DFT calculation (ωB97M-V/def2-TZVPD) of one molecule with the formula C4H5NO2 at a distorted geometry.

- Gap between HOMO and LUMO: 11.48 eV
- Total energy: -360.6417 a.u.
- Energy relative to the best compared isomer or geometry (same formula, charge and spin): 72.7 kJ/mol
- Lowest unoccupied orbital energy: 0.839 eV
- Highest occupied orbital energy: -0.391 Eh
- SMILES: O=C1CCN=CO1

Positions of all 12 atoms, in Å:
O  -1.0284  2.3493  -0.3323
C  -0.4675  1.3074  -0.1653
C  -0.9824  -0.0019  0.3527
C  -0.2447  -1.1267  -0.3614
N  1.1125  -1.0346  0.1795
C  1.5767  0.1375  0.1000
O  0.9076  1.2309  -0.4104
H  -0.4918  -0.1377  1.3267
H  -2.0695  -0.0432  0.4233
H  -0.1855  -1.0194  -1.4519
H  -0.6880  -2.0944  -0.1276
H  2.5693  0.3912  0.4611

Atomic forces in eV per Å
0.251 -0.774 -0.057
0.015 0.360 0.159
0.034 -0.030 0.099
0.016 -0.139 -0.075
0.548 0.283 -0.610
-0.045 -0.522 0.072
0.021 0.167 0.184
-0.900 0.472 0.421
0.212 0.062 -0.142
-0.226 0.020 0.109
0.153 0.059 -0.001
-0.079 0.043 -0.156

The following is a DFT calculation (ωB97M-V/def2-TZVPD) of one molecule with the formula C4H5NO2 at a distorted geometry.

- Gap between HOMO and LUMO: 10.97 eV
- Total energy: -360.5756 a.u.
- Energy relative to the best compared isomer or geometry (same formula, charge and spin): 246.3 kJ/mol
- Lowest unoccupied orbital energy: 0.695 eV
- Highest occupied orbital energy: -0.377 Eh
- SMILES: O=C[C@H]1CN=CO1

Positions of all 12 atoms, in Å:
O  0.0956  -1.0195  2.6350
C  0.2148  -0.1857  1.7674
C  0.2991  -0.5098  0.2560
C  -1.0127  -0.0395  -0.2773
N  -0.5966  0.3568  -1.9205
C  0.6312  0.5919  -1.7878
O  1.2474  0.3003  -0.3917
H  0.3007  0.9049  1.9632
H  0.4536  -1.5983  0.1381
H  -1.8327  -0.7534  -0.0673
H  -1.2592  0.9641  0.0860
H  1.4588  0.9881  -2.4011

Atomic forces in eV per Å
-0.083 0.832 -0.851
0.832 -0.638 0.007
-0.369 0.101 0.792
-0.033 0.493 -2.462
0.473 -0.529 2.641
0.397 -0.882 3.139
-0.490 0.357 -2.411
-0.121 -0.146 0.172
0.116 0.454 -0.150
0.306 0.484 -0.948
-0.079 -0.240 0.038
-0.950 -0.287 0.035

The following is a DFT calculation (ωB97M-V/def2-TZVPD) of one molecule with the formula C4H5NO2 at a distorted geometry.

- Gap between HOMO and LUMO: 10.59 eV
- Total energy: -360.5585 a.u.
- Energy relative to the best compared isomer or geometry (same formula, charge and spin): 291.3 kJ/mol
- Lowest unoccupied orbital energy: 0.894 eV
- Highest occupied orbital energy: -0.356 Eh
- SMILES: O=C1NC[C@H]2O[C@@H]12

Positions of all 12 atoms, in Å:
O  -2.4492  -0.5052  -0.0864
C  -1.2348  -0.2738  0.0577
N  -0.6662  0.1570  -1.0537
C  0.8073  0.3398  -0.9210
C  1.0442  0.0413  0.5732
O  0.3541  0.9183  1.4460
C  -0.2348  -0.3559  1.1853
H  -1.7850  0.0407  -1.4404
H  1.1327  1.3574  -1.1699
H  1.3716  -0.3684  -1.5428
H  2.0151  -0.3167  0.9277
H  -0.3550  -1.0345  2.0243

Atomic forces in eV per Å
-0.160 -0.440 1.397
-0.234 -0.076 0.342
-0.788 -0.197 0.268
-0.299 -0.016 -0.209
-0.042 -0.131 -0.383
-0.096 0.082 -0.078
-0.224 -0.254 0.017
2.565 0.826 -1.155
-0.185 -0.184 0.026
-0.223 0.125 0.110
-0.333 0.124 -0.196
0.019 0.140 -0.139

The following is a DFT calculation (ωB97M-V/def2-TZVPD) of C4H5NO2 as an isolated structure at a distorted geometry.

- Gap between HOMO and LUMO: 9.93 eV
- Total energy: -360.5513 a.u.
- Energy relative to the best compared isomer or geometry (same formula, charge and spin): 310.2 kJ/mol
- Lowest unoccupied orbital energy: 0.461 eV
- Highest occupied orbital energy: -0.348 Eh

Positions of all 12 atoms, in Å:
O  -2.3421  0.6500  -0.3308
C  -1.4987  -0.3888  0.0540
C  -0.0640  0.0813  -0.0998
N  0.0936  1.3206  -0.4497
O  1.8089  1.4837  -0.1056
C  2.1364  0.2616  0.2401
C  1.1092  -0.6307  0.2487
H  -2.2057  0.9155  -1.2506
H  -1.6913  -0.5547  1.1313
H  -1.6436  -1.3965  -0.4012
H  3.1597  -0.0632  0.4940
H  1.1376  -1.6786  0.4698

Atomic forces in eV per Å
-1.135 -0.185 -0.353
0.655 -0.193 0.240
0.063 0.683 0.052
2.963 -0.138 1.214
-2.375 -1.008 -0.732
-0.400 -0.607 -0.104
0.153 -0.025 0.133
0.148 -0.214 0.230
0.241 0.195 -0.417
-0.096 0.754 -0.232
-0.363 0.916 -0.218
0.147 -0.178 0.187

The following is a DFT calculation (ωB97M-V/def2-TZVPD) of C4H5NO2 as an isolated structure.

- Gap between HOMO and LUMO: 10.65 eV
- Total energy: -360.6019 a.u.
- Energy relative to the best compared isomer or geometry (same formula, charge and spin): 177.3 kJ/mol
- Lowest unoccupied orbital energy: 0.905 eV
- Highest occupied orbital energy: -0.358 Eh

Positions of all 12 atoms, in Å:
N  0.1200  -1.2427  -1.1451
C  -0.1046  -0.2351  -0.1825
C  0.3529  1.2004  -0.4241
C  0.8381  0.4650  0.7614
O  -0.1712  0.5271  1.7952
C  -1.0341  -0.2191  1.0115
O  -2.0800  -0.6932  1.3295
H  -0.5471  -1.1756  -1.9057
H  0.0516  -2.1702  -0.7404
H  1.0479  1.2686  -1.2567
H  -0.3262  2.0392  -0.3004
H  1.8526  0.2356  1.0574

Atomic forces in eV per Å
-0.172 -0.080 0.030
0.008 -0.045 0.022
0.008 0.173 -0.070
0.352 0.030 -0.064
-0.112 0.016 0.088
-0.593 -0.276 0.098
0.567 0.268 -0.185
0.084 -0.031 0.047
0.024 0.086 -0.051
-0.082 -0.019 0.115
0.060 -0.146 0.028
-0.143 0.023 -0.057

The following is a DFT calculation (ωB97M-V/def2-TZVPD) of an isolated ion of composition C4H5NO2S and charge -2 at a distorted geometry.

- Gap between HOMO and LUMO: 5.21 eV
- Total energy: -758.6568 a.u.
- Energy relative to the best compared isomer or geometry (same formula, charge and spin): 359.3 kJ/mol
- Lowest unoccupied orbital energy: 6.261 eV
- Highest occupied orbital energy: 0.039 Eh
- Charge: -2
- SMILES: C=C(C=[N+]([O-])[O-])C[S-]

Positions of all 13 atoms, in Å:
C  1.6368  0.5279  -0.3074
C  0.3592  0.2726  -0.0184
C  -0.3057  -0.6016  -1.0255
N  -1.5938  -1.1608  -0.9701
O  -2.2024  -1.0381  0.1087
O  -2.0101  -1.8505  -1.9283
C  -0.0976  0.5853  1.3731
S  0.5287  2.0623  2.0366
H  2.1896  1.1035  0.4894
H  1.9961  0.3299  -1.2705
H  0.2601  -0.5676  -1.9346
H  -1.1599  0.5782  1.4632
H  0.3990  -0.2413  1.9838

Atomic forces in eV per Å
0.494 1.732 1.986
-0.386 -2.046 -0.875
-2.022 0.568 0.994
4.742 1.717 0.296
-1.567 -0.348 0.531
-0.902 -0.539 -0.796
0.561 -1.953 0.334
0.704 2.476 1.375
-0.269 -0.536 -1.356
0.928 -0.368 -1.189
-0.502 -0.720 -0.753
-0.553 -0.490 0.012
-1.230 0.506 -0.558

Q: Look up the lowest unoccupied orbital energy of the first one.
A: -1.461 eV